{
  "formula": "C23H37NiO3",
  "method": "ωB97M-V/def2-TZVPD",
  "spin_multiplicity": 3,
  "charge": -1,
  "orbital_gap_ha": [0.074, 0.181],
  "fmax_ev_per_a": 2.61,
  "elements": ["Ni", "O", "O", "O", "C", "C", "C", "C", "C", "C", "C", "C", "C", "C", "C", "C", "C", "C", "C", "C", "C", "C", "C", "C", "C", "C", "C", "H", "H", "H", "H", "H", "H", "H", "H", "H", "H", "H", "H", "H", "H", "H", "H", "H", "H", "H", "H", "H", "H", "H", "H", "H", "H", "H", "H", "H", "H", "H", "H", "H", "H", "H", "H", "H"],
  "xyz": [[-1.1617, -1.1260, 1.8692], [0.1867, 0.0665, -5.1993], [0.3724, 0.2052, 4.5556], [1.9173, 0.8764, -1.5238], [-1.4227, 0.8401, 1.3732], [0.1066, 0.8668, -7.2479], [0.4153, -2.1500, 1.8333], [1.4091, -1.1425, 1.4850], [-2.9093, -0.2962, 2.7288], [1.6427, -0.3317, 2.5561], [-0.3863, 1.0722, -2.3489], [-0.8622, -0.9930, 6.2663], [1.5806, -0.6109, 6.5685], [0.1901, -0.5103, -6.5418], [1.4822, -1.2453, -6.8423], [-3.0798, -0.7748, 1.3925], [-1.0223, -1.3766, -6.8069], [0.3522, 2.4065, -2.5717], [-2.1448, -0.0967, 0.5447], [-0.0582, -1.8635, 3.1675], [-1.8959, 0.7027, 2.7144], [0.2897, -0.0350, 5.9792], [0.0472, 1.3542, 6.5713], [0.9341, -0.8473, 3.7694], [0.7743, 0.1186, -2.0077], [0.1347, 1.3916, -5.8209], [1.5453, 2.2785, -1.6185], [0.6963, 2.4467, -3.6160], [-0.8629, 1.8122, 6.1676], [2.4279, 2.8755, -1.9034], [1.2274, 2.6199, -0.6192], [0.9919, 1.1204, -7.8345], [-0.6946, 1.5658, 1.0254], [-0.8339, 1.0622, -7.7640], [1.4699, -1.5795, -7.8882], [1.6722, -1.4234, 4.3684], [1.6884, -1.6817, 6.3473], [1.9220, -1.1031, 0.5292], [-1.0161, -1.6784, -7.8611], [2.4605, -0.0737, 6.1943], [0.2083, -3.0807, 1.3025], [-0.2883, 3.2716, -2.3705], [-2.0725, -0.1778, -0.5358], [2.3526, -0.5897, -6.7211], [-0.9815, -2.2838, -6.1906], [1.0359, 1.9845, -5.6127], [-1.6271, 1.3383, 3.5505], [-1.9497, -0.8235, -6.6198], [1.5810, -2.1264, -6.1955], [-0.5990, -2.0119, 5.9394], [-1.7816, -0.6730, 5.7567], [-0.7739, 1.9187, -5.5028], [-3.8233, -1.4864, 1.0589], [0.4949, -0.6261, -1.2412], [0.8939, 2.0090, 6.3289], [-0.0515, 1.3126, 7.6611], [1.5579, -0.5096, 7.6634], [-0.6176, -2.5554, 3.8038], [-3.5135, -0.5813, 3.5856], [1.0724, -0.4163, -2.9280], [2.3477, 0.4885, 2.6389], [-1.0550, -1.0191, 7.3475], [-1.0681, 1.1833, -1.4893], [-0.9281, 0.7123, -3.2210]],
  "atomic_forces_ev_per_a": [[-1.030, 0.215, -0.253], [0.048, 0.660, -1.474], [0.463, 0.084, 1.226], [-1.260, 1.031, -0.836], [-0.824, 0.194, -0.201], [-0.008, -0.382, 0.689], [1.883, -1.246, -0.524], [0.072, -1.188, -0.152], [-0.653, 1.068, -0.151], [0.170, 0.537, 0.288], [0.528, 0.326, 0.895], [-0.201, -0.140, 0.239], [0.162, -0.138, 0.271], [0.043, -0.320, -0.725], [0.045, -0.170, -0.003], [-0.472, 0.297, -0.254], [0.020, -0.227, 0.101], [0.217, -0.582, -0.489], [-0.901, 1.317, -0.594], [1.690, -0.495, 1.932], [-1.194, 0.682, -0.386], [-0.027, 0.192, -0.797], [-0.038, 0.099, 0.021], [-0.313, -1.181, -0.663], [0.087, -0.749, -0.066], [0.029, 0.403, 0.622], [0.083, -0.088, 0.668], [-0.018, 0.181, 0.393], [0.133, -0.155, -0.048], [-0.268, -0.333, -0.041], [0.152, -0.092, -0.115], [-0.289, 0.004, -0.091], [0.067, -0.339, 0.160], [0.229, -0.078, -0.177], [-0.015, 0.000, 0.177], [-0.143, 0.353, 0.285], [0.047, 0.358, 0.049], [-0.161, 0.122, 0.072], [-0.015, 0.011, 0.130], [-0.168, -0.106, 0.017], [0.351, 0.235, -0.047], [0.252, -0.058, 0.027], [-0.086, -0.117, 0.345], [-0.173, -0.143, 0.159], [-0.175, 0.200, -0.056], [-0.311, -0.131, 0.234], [0.275, -0.440, -0.177], [0.165, -0.163, 0.114], [0.088, 0.213, -0.092], [-0.183, 0.386, 0.052], [0.294, -0.078, 0.043], [0.320, 0.050, 0.026], [0.144, -0.084, 0.095], [0.097, 0.360, -0.202], [-0.166, -0.141, 0.001], [0.002, -0.072, -0.047], [-0.036, 0.030, -0.147], [0.487, -0.091, -0.170], [0.275, -0.079, -0.151], [0.022, 0.194, 0.395], [-0.002, -0.108, -0.164], [-0.008, -0.078, -0.091], [0.268, -0.085, -0.421], [-0.070, 0.078, 0.078]]
}

{
  "formula": "C4H6N2S",
  "method": "ωB97M-V/def2-TZVPD",
  "spin_multiplicity": 1,
  "orbital_gap_ha": 0.307,
  "smiles": "C=CC(=S)NN=C",
  "fmax_ev_per_a": 0.63,
  "elements": ["S", "N", "N", "C", "C", "C", "C", "H", "H", "H", "H", "H", "H"],
  "xyz": [[0.4291, 2.1855, 0.0174], [1.8024, -0.8760, -0.1658], [0.4864, -0.5106, -0.2532], [-2.3311, -0.5347, 0.2769], [-0.1897, 0.6607, -0.1537], [-1.6644, 0.4837, -0.2554], [2.7174, -0.0475, 0.1497], [2.5472, 1.0011, 0.3754], [3.7298, -0.4538, 0.1901], [-3.4086, -0.5738, 0.2065], [-2.2033, 1.3027, -0.7232], [-0.0953, -1.3031, -0.5029], [-1.8199, -1.3342, 0.8382]],
  "atomic_forces_ev_per_a": [[-0.144, -0.296, 0.032], [0.244, 0.031, -0.013], [-0.533, -0.041, 0.003], [0.387, -0.315, 0.260], [0.296, 0.234, -0.188], [-0.045, 0.008, 0.104], [-0.095, 0.125, 0.038], [0.044, -0.166, -0.046], [-0.301, 0.007, -0.029], [-0.013, -0.084, 0.045], [0.193, -0.073, 0.019], [0.326, 0.157, 0.093], [-0.360, 0.413, -0.319]]
}

{
  "formula": "C30H47BrEuN4OP2",
  "method": "ωB97M-V/def2-TZVPD",
  "spin_multiplicity": 8,
  "charge": 2,
  "orbital_gap_ha": [0.180, 0.180],
  "fmax_ev_per_a": 1.98,
  "elements": ["Eu", "Br", "P", "P", "O", "N", "N", "N", "N", "C", "C", "C", "C", "C", "C", "C", "C", "C", "C", "C", "C", "C", "C", "C", "C", "C", "C", "C", "C", "C", "C", "C", "C", "C", "C", "C", "C", "C", "C", "H", "H", "H", "H", "H", "H", "H", "H", "H", "H", "H", "H", "H", "H", "H", "H", "H", "H", "H", "H", "H", "H", "H", "H", "H", "H", "H", "H", "H", "H", "H", "H", "H", "H", "H", "H", "H", "H", "H", "H", "H", "H", "H", "H", "H", "H", "H"],
  "xyz": [[2.1099, -0.8091, 0.9979], [-0.8193, -1.6618, 0.3472], [-2.5727, -5.3937, -1.4755], [-1.8321, 1.5248, -0.5984], [1.6670, -1.9135, 3.2114], [1.1372, 2.6067, 3.4331], [0.8503, -1.0212, 5.1953], [1.4437, 0.3349, 3.3408], [7.3560, 5.4725, -2.8553], [-2.7889, 1.2473, 0.9157], [1.6797, 0.5919, -2.0870], [1.3199, -0.9004, 3.9030], [-3.8690, 2.3074, 1.1658], [6.7962, 3.9208, -1.1146], [-1.5697, 3.3195, -0.6999], [0.3915, 0.2726, -1.7353], [-3.6023, -4.5070, -0.2349], [1.0729, 1.3997, 4.0753], [2.4917, 1.3957, -1.2494], [-0.0341, -6.4668, -1.3085], [-1.0875, 3.9918, 0.5955], [0.4724, 0.0654, 5.9337], [2.0326, 1.7078, 0.0669], [-3.7747, -4.3467, -3.7825], [4.6382, 2.6529, -1.0909], [0.5528, 1.2994, 5.3821], [7.6659, 4.8316, -1.7297], [-2.6366, 1.5168, -3.3033], [-2.5579, -4.1903, -2.8671], [0.6947, 1.4417, 0.4074], [-4.0831, -5.4358, 0.8789], [0.6607, -2.3507, 5.7646], [-2.6438, 0.7313, -1.9887], [3.6429, 2.0453, -1.7928], [6.1848, 5.2278, -3.4373], [-0.1710, 0.8535, -0.5548], [-0.8843, -5.3065, -0.7779], [5.2513, 4.3074, -2.9193], [5.5498, 3.6269, -1.7097], [-1.7530, 4.8315, 0.8266], [-0.0702, 4.3849, 0.4681], [1.4895, -2.9904, 5.4644], [-4.6940, 1.8502, 1.7082], [-2.5229, 3.7215, -1.0727], [0.6259, -2.2528, 6.8504], [-3.2198, 0.9336, -4.0270], [-4.7923, -6.1795, 0.5026], [-0.4587, -4.3245, -1.0280], [0.2789, 2.1967, 5.9370], [-3.1161, 2.4910, -3.1752], [-1.0698, 3.3261, 1.4736], [2.0657, 0.3522, -3.0812], [-3.9143, -5.3869, -4.0979], [3.6415, 2.1314, -2.8870], [-3.6735, 0.5370, -1.6364], [4.7846, 2.4348, -0.0344], [5.9738, 5.7857, -4.3510], [-1.6327, 1.6503, -3.7178], [-4.4658, -4.1207, -0.8016], [-4.6987, -4.0129, -3.2999], [8.6428, 5.0512, -1.3035], [-2.1675, -0.2519, -2.1164], [0.9051, 3.4129, 3.9978], [-3.0063, -3.6654, 0.1459], [-3.6366, -3.7442, -4.6839], [-1.6306, -4.3835, -3.4255], [-3.2041, 0.2360, 0.7772], [2.6923, 2.2500, 0.7564], [0.9274, -6.4962, -0.7916], [-4.2724, 2.7205, 0.2427], [-0.5259, -7.4355, -1.1526], [7.1188, 3.4494, -0.1914], [-3.4797, 3.1346, 1.7608], [-0.2926, -2.7813, 5.4326], [0.1671, -6.3673, -2.3811], [0.1290, -0.1532, 6.9561], [-4.5969, -4.8584, 1.6506], [-2.5029, -3.1912, -2.4109], [-0.9988, -5.3695, 0.3147], [-2.0859, 1.1518, 1.7573], [0.3486, 1.6579, 1.4251], [-3.2639, -5.9720, 1.3631], [4.3145, 4.1550, -3.4480], [1.9411, 2.7086, 2.8080], [-0.1986, -0.4613, -2.2883], [-0.8372, 3.4540, -1.5178]],
  "atomic_forces_ev_per_a": [[-1.088, -1.467, 0.308], [0.435, -0.525, 0.650], [-0.813, -1.108, -0.307], [-0.028, -0.664, 1.060], [-0.489, 1.568, 1.101], [0.542, -0.234, 0.354], [-0.232, 0.131, 0.107], [-0.144, 0.389, 0.979], [0.115, 0.054, -0.009], [0.224, -0.634, -0.023], [0.424, 0.332, 0.060], [0.700, -1.115, -0.932], [0.081, -0.099, 0.068], [-0.124, 0.204, -0.357], [0.054, -0.330, -1.091], [-0.449, 0.394, 0.706], [0.148, 0.113, -0.277], [-0.073, -0.175, -1.151], [-0.806, 0.005, 1.186], [0.158, 0.045, 0.126], [0.030, 0.163, 0.262], [0.171, -0.437, -0.453], [-0.193, -0.121, -0.916], [0.094, 0.144, -0.113], [-0.742, -0.230, -1.088], [-0.128, 0.502, 0.450], [-0.662, -0.299, -0.062], [-0.300, -0.218, -0.101], [0.216, -0.029, 0.289], [0.032, 0.102, -0.692], [-0.193, 0.170, 0.103], [-0.141, -0.595, 0.156], [-0.510, 0.057, -0.136], [1.752, 0.840, -0.126], [-0.453, -0.682, 0.536], [1.309, 0.812, 0.178], [-0.010, 0.141, -0.047], [0.581, 0.115, 0.383], [0.952, 0.475, -0.503], [0.239, -0.173, 0.017], [-0.321, -0.106, 0.023], [-0.167, 0.021, 0.067], [-0.003, 0.087, 0.026], [0.249, 0.087, 0.183], [0.132, -0.071, -0.143], [0.151, 0.303, 0.071], [0.190, 0.088, -0.022], [0.146, -0.196, 0.220], [0.082, -0.350, -0.129], [0.096, -0.098, -0.174], [-0.115, 0.253, -0.358], [-0.098, -0.273, 0.381], [0.076, 0.183, 0.131], [0.050, 0.075, 0.437], [0.318, 0.076, -0.290], [-0.083, 0.204, -0.027], [0.003, -0.188, 0.222], [-0.115, 0.025, 0.153], [0.232, 0.043, 0.271], [0.109, -0.091, -0.006], [-0.190, -0.051, -0.014], [-0.237, 0.223, 0.262], [0.251, 0.051, -0.158], [-0.321, -0.012, 0.073], [-0.119, -0.020, 0.016], [-0.172, 0.148, 0.070], [0.057, 0.296, 0.135], [-0.305, -0.125, -0.321], [0.058, -0.046, -0.077], [-0.112, -0.021, -0.047], [0.048, 0.292, -0.024], [-0.163, -0.051, -0.064], [-0.072, -0.052, -0.082], [0.321, 0.083, -0.079], [-0.084, -0.007, 0.140], [0.165, 0.256, -0.641], [-0.002, -0.059, 0.043], [0.079, 0.106, -0.321], [0.138, 0.052, -0.225], [-0.189, 0.049, -0.213], [-0.077, 0.254, -0.686], [0.029, 0.028, -0.069], [0.108, 0.039, 0.149], [-0.634, 0.160, 0.329], [0.166, 0.635, -0.195], [-0.356, 0.079, 0.269]]
}

{
  "formula": "C15H13ClF3N2O6S3",
  "method": "ωB97M-V/def2-TZVPD",
  "spin_multiplicity": 1,
  "charge": -1,
  "orbital_gap_ha": 0.144,
  "fmax_ev_per_a": 3.79,
  "elements": ["Cl", "S", "S", "S", "F", "F", "F", "O", "O", "O", "O", "O", "O", "N", "N", "C", "C", "C", "C", "C", "C", "C", "C", "C", "C", "C", "C", "C", "C", "C", "H", "H", "H", "H", "H", "H", "H", "H", "H", "H", "H", "H", "H"],
  "xyz": [[-0.1127, -2.1852, -1.0008], [1.2364, -0.6161, -0.4384], [1.4718, -2.2426, 2.1000], [4.3018, 3.6931, -0.5418], [1.7363, 1.4835, -2.3755], [0.2390, 2.2473, -0.9228], [-0.3538, 0.9137, -2.5105], [-5.0379, -3.2135, 3.1908], [4.3881, 3.4952, -1.9764], [-4.4590, -5.3351, 3.1208], [2.3199, -3.2680, 1.5415], [1.8698, -1.6503, 3.3798], [5.2938, 4.5605, 0.0733], [-4.1815, -4.1184, 3.0390], [2.8702, 4.0999, -0.1256], [-1.2531, -1.9473, 2.4481], [1.2697, -0.7905, 1.1395], [4.6313, 1.5874, 1.3017], [-2.5389, -2.3467, 2.6458], [-2.8398, -3.7203, 2.7662], [-1.8111, -4.6731, 2.6197], [2.1758, 3.7090, 1.0406], [-0.2029, -2.8747, 2.3035], [4.4720, -0.2985, -0.7672], [0.6337, 1.1377, -1.6210], [4.1765, -0.6603, 0.5499], [4.7844, 1.0215, -1.0545], [4.3078, 0.2621, 1.5982], [4.6835, 1.9889, -0.0401], [-0.4974, -4.2470, 2.4058], [4.9113, 2.2918, 2.0834], [5.0514, 1.3119, -2.0620], [-2.0745, -5.7301, 2.6730], [0.3106, -4.9826, 2.3500], [1.2170, 3.2194, 0.7612], [2.6665, 3.0728, 1.7777], [4.1028, -0.0618, 2.6191], [3.8227, -1.6735, 0.7414], [-3.3612, -1.6306, 2.7264], [4.4948, -1.0581, -1.5479], [1.8749, 4.6604, 1.4966], [-1.0166, -0.8825, 2.4248], [1.1858, 0.0844, 1.7832]],
  "atomic_forces_ev_per_a": [[-0.715, -0.235, -0.547], [1.274, -0.940, -3.191], [0.831, 0.838, 1.453], [-0.255, 0.164, 0.273], [-1.665, -1.440, 2.039], [0.709, -2.089, -0.529], [0.793, -1.008, 1.151], [1.690, -1.757, -0.296], [0.151, 0.907, -0.597], [0.773, 2.198, -0.190], [-0.935, 0.355, -0.168], [-0.682, -0.900, -1.166], [0.617, -0.176, 0.013], [-3.168, -0.674, 0.536], [0.861, -1.353, -1.362], [1.509, 0.370, -0.187], [-0.775, 1.660, 1.988], [0.116, -0.344, -0.275], [-1.504, -0.804, 0.396], [2.363, 0.544, -0.616], [-0.739, 0.393, 0.165], [-1.092, 0.792, 0.066], [-1.064, -0.550, 0.305], [0.506, -0.150, 0.601], [-0.034, 3.684, -0.895], [0.115, -0.074, 0.112], [-0.551, 0.102, 0.294], [0.171, -0.313, -0.447], [-0.098, -0.071, 0.303], [0.444, 0.400, -0.066], [-0.604, 0.053, -0.107], [-0.329, 0.237, 0.083], [0.210, 0.329, 0.069], [-0.310, 0.303, -0.152], [0.379, 0.036, 0.360], [0.274, 0.025, 0.083], [0.223, 0.098, -0.183], [0.384, 0.230, 0.083], [0.432, -0.246, 0.044], [-0.049, 0.150, 0.125], [-0.133, -0.260, 0.743], [-0.133, -0.299, -0.143], [0.007, -0.184, -0.169]]
}